# 1
This record from OMol25 describes a structure of composition C26H22AsCaF7N5S2 in a non-equilibrium geometry. The level of theory is wB97M-V/def2-TZVPD.

Computed properties:
2S+1 = 2
energy relative to the best compared isomer or geometry (same formula, charge and spin) = 4.9 kcal/mol
frontier orbital gap (alpha / beta) = 0.260 / 0.189 hartree
total charge = -2
DFT total energy = -154747.8260 eV
HOMO (alpha / beta) = -2.9 / -2.9 eV
LUMO level (alpha / beta) = 4.1 / 2.2 eV

Positions of all 64 atoms, in Å:
Ca1 12.22 5.30 11.76
C1 17.01 5.21 14.20
C2 17.55 6.56 14.57
C3 18.38 6.69 15.74
C4 18.78 7.92 16.21
C5 18.53 9.02 15.41
C6 17.65 8.94 14.31
C7 17.14 7.71 13.91
N1 16.21 7.66 12.81
C8 14.92 7.03 12.82
N2 14.33 7.15 14.03
C9 13.45 6.41 14.81
C10 12.37 5.72 14.18
C11 11.38 5.23 14.98
C12 11.39 5.41 16.37
C13 12.55 5.96 16.92
C14 13.60 6.46 16.18
C15 14.79 7.12 16.82
N3 14.40 6.38 11.84
C16 14.96 6.65 10.55
C17 14.97 7.99 10.17
C18 15.39 8.43 8.95
C19 15.79 7.53 8.03
C20 15.86 6.17 8.41
C21 15.36 5.65 9.61
C22 15.45 4.21 9.93
H1 16.08 5.05 14.71
H2 17.75 4.35 14.47
H3 16.89 5.08 13.16
H4 18.51 5.81 16.34
H5 19.56 7.98 17.02
H6 18.85 10.00 15.74
H7 17.29 9.88 13.81
H8 16.65 7.73 11.92
H9 14.87 7.84 14.56
H10 10.50 4.71 14.59
H11 10.55 5.20 17.07
H12 12.52 6.17 18.01
H13 14.78 8.17 16.57
H14 15.79 6.82 16.48
H15 14.79 7.00 17.92
H16 14.65 8.79 10.83
H17 15.15 9.45 8.73
H18 15.95 7.67 7.01
H19 16.22 5.53 7.59
H20 16.02 3.77 9.10
H21 14.38 3.75 9.99
H22 15.86 4.10 10.94
S1 11.68 7.30 9.77
C23 9.95 7.50 9.69
C24 9.55 8.03 8.43
N4 9.48 8.39 7.34
C25 9.05 7.20 10.72
S2 9.40 6.34 12.11
C26 7.71 7.69 10.43
N5 6.73 8.15 10.06
F1 14.72 12.65 13.55
As1 14.94 11.72 14.98
F2 15.16 10.28 14.03
F3 13.25 11.29 15.10
F4 15.25 10.77 16.39
F5 14.76 13.11 16.04
F6 16.73 11.87 14.88
F7 12.37 3.54 10.76

# 2
This record from OMol25 describes a structure of composition C26H22AsClHfO3 in a non-equilibrium geometry. The level of theory is wB97M-V/def2-TZVPD.

Computed properties:
energy relative to the best compared isomer or geometry (same formula, charge and spin) = 14.5 kcal/mol
frontier orbital gap = 0.173 hartree
total charge = +2
DFT total energy = -108111.3689 eV
HOMO = -15.0 eV
LUMO level = -10.3 eV

Positions of all 54 atoms, in Å:
Cl1 -3.55 -3.11 -0.96
C1 0.27 -3.92 -2.08
C2 0.86 -2.82 -2.74
C3 -0.08 -2.31 -3.68
H1 1.84 -2.43 -2.56
C4 -1.26 -3.09 -3.59
C5 -1.03 -4.10 -2.62
H2 -1.76 -4.80 -2.27
H3 0.72 -4.51 -1.31
H4 0.07 -1.47 -4.34
C6 -2.50 -2.93 -4.40
Hf1 -0.96 -1.89 -1.48
C7 -2.26 -0.44 -1.66
O1 -2.98 0.48 -1.79
C8 -1.04 -2.00 0.48
O2 -1.16 -2.10 1.63
H5 -2.69 -1.88 -4.62
H6 -3.35 -3.32 -3.85
H7 -2.43 -3.47 -5.35
O3 0.49 -0.31 -0.87
As1 0.54 0.72 0.47
C9 -0.96 0.65 1.76
C10 -0.72 0.26 3.09
C11 -1.76 0.21 4.02
C12 -3.06 0.55 3.63
C13 -3.31 0.95 2.32
C14 -2.26 1.01 1.39
C15 2.20 0.23 1.39
C16 2.97 -0.85 0.94
C17 4.14 -1.20 1.62
C18 4.54 -0.48 2.74
C19 3.78 0.60 3.19
C20 2.61 0.96 2.52
C21 0.62 2.55 -0.20
C22 1.72 3.37 0.09
C23 1.74 4.70 -0.34
C24 0.66 5.22 -1.07
C25 -0.43 4.40 -1.37
C26 -0.45 3.07 -0.94
H8 0.28 -0.02 3.41
H9 -1.56 -0.10 5.03
H10 -3.87 0.50 4.35
H11 -4.31 1.22 2.02
H12 -2.48 1.33 0.39
H13 2.66 -1.42 0.07
H14 4.73 -2.04 1.27
H15 5.45 -0.76 3.27
H16 4.09 1.16 4.07
H17 2.02 1.79 2.87
H18 2.56 2.99 0.66
H19 2.58 5.34 -0.10
H20 0.67 6.25 -1.39
H21 -1.27 4.80 -1.93
H22 -1.30 2.46 -1.17

# 3
This record from OMol25 describes a cluster of 13 separate species, C26H22BCl48O2 in total in a non-equilibrium geometry. The level of theory is wB97M-V/def2-TZVPD.

Computed properties:
frontier orbital gap = 0.219 hartree
total charge = -1
DFT total energy = -633159.4535 eV
HOMO = -4.9 eV
LUMO level = 1.1 eV

Positions of all 99 atoms, in Å:
C1 0.21 -4.36 -1.38
C2 1.81 -4.25 -1.21
C3 2.38 -2.74 -1.18
C4 4.01 -2.73 -1.17
B1 1.78 -1.80 0.02
O1 1.15 -2.46 1.21
C5 0.93 -1.32 2.07
C6 2.31 -0.52 1.83
C7 3.19 0.00 3.05
C8 3.77 -1.12 4.03
C9 5.27 -0.96 4.50
C10 5.88 -2.00 5.50
C11 5.09 -3.22 6.07
C12 3.62 -3.38 5.60
C13 2.72 -4.58 6.13
C14 3.00 -2.33 4.60
O2 2.97 -1.16 0.70
H1 0.00 -5.47 -1.61
H2 -0.12 -3.77 -2.31
H3 -0.28 -4.01 -0.41
H4 2.22 -4.84 -0.33
H5 2.26 -4.74 -2.17
H6 2.08 -2.25 -2.18
H7 4.42 -1.69 -1.42
H8 4.44 -3.14 -0.19
H9 4.32 -3.46 -2.01
H10 1.00 -1.02 -0.47
H11 0.52 -1.48 3.13
H12 0.10 -0.75 1.51
H13 1.93 0.47 1.35
H14 2.62 0.80 3.68
H15 4.09 0.58 2.60
H16 5.86 -0.06 4.10
H17 6.95 -1.82 5.83
H18 5.59 -3.93 6.83
H19 2.26 -4.24 7.14
H20 1.86 -4.73 5.40
H21 3.30 -5.54 6.37
H22 1.91 -2.50 4.33
C15 1.88 3.71 4.75
Cl1 1.38 2.89 6.24
Cl2 1.55 5.46 4.89
Cl3 3.62 3.46 4.49
Cl4 0.97 3.05 3.37
C16 0.40 -1.63 -5.05
Cl5 -0.77 -2.82 -5.66
Cl6 2.05 -2.25 -5.27
Cl7 0.22 -0.11 -5.96
Cl8 0.10 -1.33 -3.33
C17 -4.77 -3.22 -6.89
Cl9 -5.06 -3.55 -8.61
Cl10 -4.43 -1.49 -6.66
Cl11 -6.21 -3.67 -5.95
Cl12 -3.39 -4.18 -6.33
C18 -6.19 0.15 -3.21
Cl13 -4.49 -0.02 -2.74
Cl14 -7.20 0.24 -1.75
Cl15 -6.40 1.64 -4.17
Cl16 -6.68 -1.25 -4.19
C19 -4.48 5.07 -4.32
Cl17 -4.04 3.86 -3.09
Cl18 -3.18 5.18 -5.52
Cl19 -5.99 4.59 -5.11
Cl20 -4.69 6.65 -3.53
C20 2.01 4.53 9.98
Cl21 0.93 3.13 10.17
Cl22 1.49 5.83 11.06
Cl23 3.67 4.05 10.38
Cl24 1.95 5.09 8.30
C21 -5.41 4.06 -9.02
Cl25 -7.14 3.73 -8.82
Cl26 -5.04 5.68 -8.38
Cl27 -4.47 2.84 -8.13
Cl28 -4.98 4.00 -10.74
C22 -0.03 -8.08 -4.29
Cl29 -1.41 -8.83 -3.47
Cl30 -0.33 -6.34 -4.50
Cl31 1.44 -8.31 -3.31
Cl32 0.20 -8.84 -5.88
C23 5.42 6.34 2.00
Cl33 3.92 6.42 2.95
Cl34 5.01 6.25 0.27
Cl35 6.41 7.78 2.30
Cl36 6.33 4.89 2.46
C24 -5.35 -7.05 -3.70
Cl37 -5.81 -6.73 -5.39
Cl38 -3.67 -6.57 -3.45
Cl39 -6.41 -6.12 -2.61
Cl40 -5.54 -8.79 -3.36
C25 3.84 8.80 6.37
Cl41 4.72 9.08 4.86
Cl42 4.31 7.22 7.04
Cl43 4.24 10.08 7.54
Cl44 2.09 8.81 6.06
C26 -8.81 6.64 -2.52
Cl45 -10.29 6.75 -1.55
Cl46 -9.23 6.54 -4.24
Cl47 -7.80 8.07 -2.23
Cl48 -7.90 5.18 -2.05

# 4
This record from OMol25 describes a structure of composition C26H22BeBrN4O4S in a non-equilibrium geometry. The level of theory is wB97M-V/def2-TZVPD.

Computed properties:
frontier orbital gap = 0.281 hartree
total charge = +1
DFT total energy = -122745.7068 eV
HOMO = -10.5 eV
LUMO level = -2.9 eV

Positions of all 59 atoms, in Å:
Be1 -0.17 -2.05 0.67
C1 0.81 5.03 4.94
C2 0.80 3.94 3.89
C3 -0.40 3.56 3.28
C4 -0.41 2.57 2.31
C5 0.79 1.96 1.97
C6 2.00 2.32 2.56
C7 1.99 3.31 3.52
S1 0.78 0.63 0.85
O1 2.13 0.25 0.55
O2 -0.08 0.98 -0.29
N1 -0.04 -0.60 1.54
C8 0.26 -1.21 2.76
C9 0.57 -0.65 4.00
C10 0.72 -1.52 5.06
C11 0.56 -2.89 4.89
C12 0.25 -3.35 3.63
N2 0.12 -2.53 2.57
H1 -0.19 5.41 5.14
H2 1.44 5.86 4.62
H3 1.23 4.65 5.87
H4 -1.32 4.05 3.55
H5 -1.34 2.27 1.83
H6 2.91 1.82 2.26
H7 2.92 3.61 3.99
H8 0.66 0.41 4.13
H9 0.95 -1.13 6.05
H10 0.66 -3.58 5.71
H11 0.11 -4.41 3.46
C13 -0.02 -4.94 0.41
O3 -0.14 -3.59 -0.12
C14 -0.32 -3.49 -1.52
C15 -0.33 -4.53 -2.41
C16 -0.51 -4.19 -3.75
Br1 -0.55 -5.58 -5.02
C17 -0.65 -2.89 -4.16
C18 -0.62 -1.82 -3.24
C19 -0.47 -2.18 -1.92
O4 -0.48 -1.37 -0.80
C20 -0.75 -0.44 -3.77
N3 -1.05 -0.22 -5.02
C21 -1.08 1.16 -5.16
C22 -1.35 1.93 -6.30
C23 -1.30 3.31 -6.16
C24 -0.98 3.91 -4.93
C25 -0.71 3.16 -3.80
C26 -0.77 1.77 -3.95
N4 -0.56 0.73 -3.07
H12 -0.91 -5.50 0.15
H13 0.06 -4.85 1.48
H14 0.87 -5.40 0.00
H15 -0.20 -5.57 -2.12
H16 -0.78 -2.64 -5.20
H17 -0.41 -0.39 -0.85
H18 -1.59 1.46 -7.24
H19 -1.50 3.94 -7.01
H20 -0.95 4.99 -4.86
H21 -0.46 3.63 -2.86
H22 -0.24 0.87 -2.13